# 1
Computed, not measured: a structure of composition C45H41As2F5N5O8V at a distorted geometry, with ωB97M-V/def2-TZVPD.

Summary:
Net charge: +2
Kohn-Sham gap (alpha / beta), eV: 6.1 / 6.0
HOMO energy (alpha / beta), eV: -12.83 / -12.71
Energy, eV: -232094.854

Last column: Mulliken charge in e.
CARTESIAN COORDINATES (ANGSTROEM)
As 2.199 2.186 1.000  0.597
As 1.164 5.868 -0.022  0.230
V -0.474 0.334 -0.232  -0.212
F -2.240 -3.242 -1.503  -0.511
F -3.859 -1.747 -3.975  -0.351
F -5.790 0.858 -0.631  -0.303
F -6.011 -0.758 -2.812  -0.320
F -3.404 1.392 0.406  -0.427
O -0.380 5.715 3.051  -0.534
O -0.694 2.191 0.209  -0.048
O -1.637 4.091 0.332  -0.280
O 1.410 6.965 3.359  -0.357
O 3.907 2.971 -1.636  -0.101
O 2.120 4.350 4.417  -0.194
O 2.129 2.186 3.813  -0.545
O 2.357 4.169 -2.723  -0.507
N 1.432 -0.877 -0.186  1.491
N -0.003 0.439 -1.877  -0.101
N -0.253 0.151 -3.076  1.023
N -1.448 -0.030 1.737  0.762
N -0.935 -1.965 -0.005  0.447
C 2.233 3.975 5.809  -0.782
C 0.657 3.991 -0.537  0.136
C 2.049 3.363 3.541  -0.301
C 2.603 -2.822 0.549  -1.189
C 2.808 7.168 3.112  -0.521
C -3.672 -0.946 -2.924  1.294
C -0.327 -2.247 -2.503  1.217
C -0.391 0.768 -5.356  -0.947
C -0.557 3.431 0.061  0.076
C -3.211 -0.238 3.859  -0.709
C -1.125 -1.070 -3.201  2.421
C -1.471 0.899 2.704  -0.503
C 0.995 -5.238 -5.309  -0.542
C -0.005 1.069 -4.118  -0.551
C 1.456 5.040 1.809  0.348
C -1.358 -1.354 -4.663  -1.389
C 1.248 -3.107 -4.234  -0.074
C -0.585 -4.534 -3.633  0.080
C -4.821 -0.456 -2.318  0.356
C -2.407 -0.639 -2.444  -0.499
C -4.708 0.356 -1.208  0.371
C 1.451 -2.066 0.422  0.217
C -2.292 0.115 -1.263  0.180
C -2.231 -2.081 0.716  -1.674
C 0.106 -3.338 -3.469  -0.780
C -1.917 5.490 0.093  -0.996
C -2.283 -1.072 1.827  0.706
C 3.753 -1.123 -0.672  -1.395
C 1.879 3.817 2.123  0.484
C 3.063 6.048 -0.475  -1.098
C -0.950 -2.838 -1.245  -1.295
C -0.138 -5.479 -4.548  -1.051
C 0.107 -2.485 0.923  -1.215
C -2.330 0.830 3.780  -0.985
C 0.784 5.930 2.829  0.218
C -1.038 -0.501 -5.633  -0.879
C 2.563 -0.426 -0.741  -0.771
C 4.798 3.177 -2.757  -0.841
C 1.689 -4.046 -5.151  -1.069
C 3.778 -2.335 0.003  -0.816
C -3.179 -1.209 2.872  -1.218
C 4.156 2.208 1.109  -1.250
C -3.447 0.618 -0.696  0.151
C 2.714 3.554 -1.751  -0.262
C 1.791 3.244 -0.610  0.834
H -1.538 5.791 -0.880  0.465
H 2.494 0.507 -1.288  0.971
H -1.500 6.081 0.905  0.290
H 2.490 4.887 6.335  0.282
H 2.950 7.669 2.154  0.209
H 0.495 1.969 -3.790  0.513
H 4.387 1.830 2.106  0.509
H 0.603 -1.804 -2.154  -0.285
H 3.354 6.227 3.147  0.264
H 5.705 2.634 -2.512  0.289
H 2.571 -3.782 1.047  0.597
H 4.581 1.541 0.367  0.333
H -3.909 -0.317 4.682  0.478
H -3.053 -1.912 0.028  0.687
H 1.276 3.591 6.157  0.305
H 3.156 7.823 3.904  0.340
H 3.005 3.220 5.929  0.303
H -0.775 1.719 2.599  0.412
H 3.697 5.236 -0.125  0.209
H -0.392 -3.746 -0.999  0.883
H 5.004 4.238 -2.874  0.286
H 3.157 6.189 -1.549  0.426
H 4.694 -2.905 0.077  0.484
H 1.794 -2.176 -4.114  0.442
H 2.576 -3.851 -5.739  0.439
H -1.804 -2.307 -4.896  0.694
H -1.485 -4.737 -3.069  0.507
H 4.570 3.205 0.986  0.352
H 3.364 6.972 0.018  0.512
H 4.343 2.793 -3.667  0.305
H -2.309 1.605 4.533  0.559
H -3.000 5.544 0.111  0.358
H -0.206 1.471 -6.155  0.496
H -0.043 -2.037 1.905  0.653
H -3.841 -2.064 2.907  0.576
H 4.639 -0.728 -1.148  0.708
H -0.685 -6.405 -4.668  0.461
H -2.353 -3.089 1.125  0.862
H 0.017 -3.568 1.038  0.613
H 1.337 -5.975 -6.023  0.430
H -1.243 -0.761 -6.662  0.538

# 2
Computed, not measured: a structure of composition C45H41BrN4RuSSb2, with ωB97M-V/def2-TZVPD.

Summary:
<S²>: 8.7894
Net charge: +1
Kohn-Sham gap (alpha / beta), eV: 5.5 / 6.0
2S+1: 6
HOMO energy (alpha / beta), eV: -8.78 / -10.29
Energy, eV: -149816.245

Last column: Löwdin spin population.
CARTESIAN COORDINATES (ANGSTROEM)
Sb -0.327 -0.789 -2.124  0.755
Sb 2.353 0.081 -0.270  0.128
Ru -1.586 -0.211 0.844  2.345
Br -2.751 0.090 3.582  0.095
S -0.468 -2.082 1.555  0.132
N -2.000 1.826 0.440  0.016
N 0.713 0.072 2.803  0.020
N -0.138 0.758 1.993  0.036
N 1.403 -2.003 3.409  0.000
C 0.595 -1.225 2.672  0.014
C 0.700 2.891 2.871  0.006
C -6.768 -1.866 2.274  0.007
C 0.860 -5.099 -2.266  0.007
C -0.938 4.206 -3.480  -0.013
C 1.220 -0.655 -3.645  0.058
C -0.139 -5.746 -1.553  0.018
C 4.353 2.725 2.616  0.001
C -5.775 -1.650 1.288  -0.001
C -3.854 -1.207 -0.669  0.085
C -6.048 -1.959 -0.066  0.028
C -3.518 -0.925 0.636  0.076
C -0.732 1.610 -2.581  0.450
C -0.223 -2.970 -1.899  0.227
C 0.072 2.580 -2.019  0.046
C 3.104 -2.774 0.371  0.003
C -4.354 -0.760 3.012  -0.002
C 3.300 1.745 0.674  0.047
C -2.923 2.324 -0.379  0.011
C 3.085 0.438 -2.259  -0.004
C -0.174 2.045 2.013  0.039
C -1.191 -5.008 -1.026  0.002
C 0.816 -3.722 -2.441  0.040
C -6.546 -1.541 3.578  -0.004
C 3.659 -1.501 0.251  0.025
C 3.913 -3.861 0.677  0.000
C 3.827 4.106 0.722  0.001
C -1.754 3.220 -4.017  0.018
C 3.824 1.623 1.959  0.007
C -4.510 -1.105 1.646  0.012
C 3.310 2.998 0.061  0.007
C -0.028 3.889 -2.480  0.020
C -1.187 2.663 1.130  0.010
C 2.684 -0.678 -3.208  0.012
C 4.348 3.970 2.002  0.004
C -5.318 -0.963 3.953  0.010
C -3.102 3.686 -0.546  0.003
C -1.230 -3.632 -1.202  0.033
C 5.026 -1.324 0.447  0.005
C -1.655 1.906 -3.565  0.054
C -5.115 -1.724 -1.032  0.009
C -1.319 4.036 1.011  0.003
C 5.274 -3.677 0.876  0.001
C 5.830 -2.409 0.762  0.001
C -2.290 4.550 0.164  0.010
H -5.323 -1.941 -2.071  0.000
H -3.134 -1.048 -1.466  0.034
H -2.402 5.621 0.059  0.000
H -7.714 -2.293 1.965  0.000
H 1.272 -2.998 3.422  0.000
H 3.478 -4.850 0.757  0.000
H -7.017 -2.372 -0.318  0.002
H 0.608 4.660 -2.057  0.003
H -1.011 5.224 -3.842  -0.001
H -7.307 -1.706 4.328  0.000
H 6.892 -2.268 0.914  0.000
H 0.773 2.343 -1.225  0.005
H 4.172 0.511 -2.182  0.000
H -5.144 -0.675 4.981  0.002
H -3.864 4.047 -1.221  0.000
H 1.677 -5.666 -2.695  0.001
H 1.005 0.270 -4.180  0.002
H 4.770 2.613 3.609  0.000
H 1.975 -1.576 4.119  0.000
H -1.983 -5.501 -0.478  0.000
H 3.823 0.658 2.453  0.000
H -2.463 3.468 -4.797  0.003
H 2.040 -2.925 0.219  0.001
H -2.062 -3.081 -0.780  0.002
H -3.537 1.599 -0.897  0.001
H 5.468 -0.338 0.358  0.001
H 5.905 -4.523 1.116  0.000
H 1.361 3.498 2.246  0.001
H -0.669 4.696 1.566  0.000
H 3.838 5.071 0.230  0.000
H 0.095 3.561 3.484  0.002
H 1.604 -3.254 -3.019  0.003
H 2.943 -1.643 -2.765  0.000
H 2.707 1.399 -2.614  0.000
H 3.293 -0.597 -4.115  0.001
H 2.928 3.120 -0.948  0.001
H 1.313 2.265 3.509  0.000
H -0.106 -6.819 -1.421  0.001
H 4.759 4.830 2.515  0.000
H -2.282 1.134 -3.998  0.013
H 1.012 -1.484 -4.326  0.008

# 3
Computed, not measured: a structure of composition C45H41F19N7O3PTi at a distorted geometry, with ωB97M-V/def2-TZVPD.

Summary:
<S²>: 2.0032
Net charge: -2
Kohn-Sham gap (alpha / beta), eV: 4.7 / 5.2
2S+1: 3
HOMO energy (alpha / beta), eV: -1.07 / -1.60
Energy, eV: -147940.961

Last column: Löwdin spin population.
CARTESIAN COORDINATES (ANGSTROEM)
Ti 2.048 0.142 1.673  1.802
P -0.311 -0.835 -1.424  0.006
F -0.013 -7.009 -3.604  0.000
F 4.401 -1.938 -2.585  0.000
F -0.911 -4.592 5.641  0.002
F 2.749 -0.394 -1.194  0.007
F -0.386 -4.298 2.872  -0.001
F 8.023 0.568 -0.861  0.000
F -0.761 -2.272 7.172  0.000
F 1.963 -6.944 -2.651  0.000
F -7.022 -2.849 -1.447  0.000
F 0.381 -2.005 1.894  0.009
F -0.819 1.697 -7.550  0.000
F 6.336 1.975 0.591  0.000
F -6.867 -1.485 0.212  0.000
F -2.009 3.244 -6.572  0.000
F -0.001 0.018 6.096  0.001
F 7.071 -1.461 -2.577  0.000
F -6.180 -3.522 0.428  0.000
F 0.131 3.478 -6.790  0.000
F 1.734 -6.535 -4.749  0.000
O 3.036 -1.604 1.132  0.028
O -0.131 1.905 -0.521  0.003
O 3.948 -3.517 1.989  0.002
N 0.611 0.233 3.340  0.016
N 3.527 1.430 0.527  0.016
N -3.416 1.154 1.096  0.000
N -3.449 0.315 2.251  0.000
N 1.832 2.508 2.392  0.008
N 3.247 -0.489 3.526  0.019
N 3.334 -1.873 3.421  0.007
C 5.833 1.038 -0.212  0.001
C 0.216 -0.912 3.942  0.006
C 0.975 -4.912 -3.172  0.000
C -5.238 2.539 1.860  0.000
C -3.792 -2.192 0.095  0.000
C 0.242 1.812 -1.662  0.001
C 4.918 -1.004 -1.785  0.000
C 2.252 3.310 1.266  0.003
C -2.921 3.371 2.199  0.000
C -2.509 -1.815 -0.189  0.000
C 0.037 1.505 3.744  0.001
C -4.455 -1.591 -2.107  0.000
C 0.220 -2.323 -2.396  0.001
C 0.113 -2.074 3.200  0.007
C -0.850 2.542 -6.466  0.000
C 0.366 2.522 2.669  0.006
C 2.634 2.781 3.552  0.004
C 1.041 2.845 -2.373  0.000
C -0.682 1.902 -5.191  0.000
C -3.809 2.549 1.253  0.000
C 0.430 1.068 -5.005  0.000
C 6.723 0.273 -0.948  0.000
C 0.001 -4.223 -3.867  0.000
C -0.128 0.683 -2.601  0.000
C 3.460 -2.388 2.063  0.005
C 4.475 0.811 -0.236  0.004
C 1.162 -6.328 -3.529  0.000
C -3.774 3.184 -0.134  0.000
C -4.798 -2.097 -0.836  0.000
C -0.267 -3.287 3.720  0.000
C 1.272 -2.991 -1.762  0.000
C -2.141 -1.271 -1.412  0.001
C -1.479 1.286 -3.011  0.000
C -1.676 1.902 -4.211  0.000
C 6.285 -0.792 -1.725  0.001
C -3.149 -1.207 -2.411  0.000
C 4.091 -0.222 -1.047  0.001
C 3.635 2.850 0.741  0.001
C 1.633 -4.294 -2.132  0.000
C -0.577 -3.398 5.074  0.008
C -0.108 -1.064 5.276  0.006
C -6.210 -2.469 -0.432  0.000
C -0.506 -2.245 5.835  0.000
C 0.690 0.433 -3.850  0.000
C -0.382 -2.941 -3.502  0.000
H 0.781 2.973 -3.435  0.000
H 1.812 -2.565 -0.935  0.000
H 0.013 3.547 2.933  0.001
H -2.835 3.059 -0.654  0.000
H 3.656 2.670 3.303  0.001
H 2.405 -4.798 -1.601  0.000
H -4.012 4.261 -0.097  0.000
H 2.740 -0.206 4.355  0.003
H -1.114 -2.368 -4.064  0.000
H 1.512 3.234 0.460  0.000
H -4.005 -2.607 1.088  0.000
H 4.395 3.178 1.487  0.001
H 0.358 1.884 4.735  0.000
H 4.039 -2.380 3.994  0.000
H 4.096 0.044 3.484  0.004
H -2.278 1.337 -2.262  0.000
H -2.002 3.619 1.690  0.000
H -2.649 2.863 3.120  0.000
H -5.677 3.530 1.909  0.000
H -3.336 0.856 3.114  0.000
H -2.624 2.409 -4.369  0.000
H -5.237 2.040 2.822  0.000
H -5.830 1.910 1.212  0.000
H -1.782 -1.831 0.619  0.000
H -2.918 -0.902 -3.404  0.000
H 3.819 3.395 -0.198  0.000
H 2.292 4.402 1.591  0.000
H -2.488 1.085 0.662  0.000
H -1.044 1.410 3.824  0.000
H -0.124 2.229 1.737  0.003
H 2.444 3.760 3.956  0.000
H -0.439 -4.681 -4.721  0.000
H 1.078 3.779 -1.804  0.000
H 1.139 0.941 -5.804  0.000
H -4.374 -0.113 2.252  0.000
H 1.542 -0.233 -3.832  0.000
H 2.411 2.038 4.331  0.001
H 2.074 2.464 -2.374  0.000
H -5.220 -1.541 -2.899  0.000
H -4.583 2.769 -0.763  0.000
H -3.386 4.331 2.529  0.000

# 4
Computed, not measured: a structure of composition C45H41N4O4PSTeTi at a distorted geometry, with ωB97M-V/def2-TZVPD.

Summary:
<S²>: 2.0336
Kohn-Sham gap (alpha / beta), eV: 6.3 / 5.9
2S+1: 3
HOMO energy (alpha / beta), eV: -5.86 / -5.99
Energy, eV: -112011.344

Last column: Löwdin spin population.
CARTESIAN COORDINATES (ANGSTROEM)
Te -0.104 -3.666 -0.799  0.014
Ti 0.621 -0.977 -1.431  0.989
S 0.683 -6.843 -1.131  0.001
P 0.412 1.700 -1.658  0.017
O -4.288 -0.670 0.563  -0.003
O -0.169 -1.132 5.162  0.000
O 1.761 -1.816 -3.089  0.006
O 1.303 -2.678 2.346  0.000
N 0.541 -0.726 0.555  0.005
N -0.435 -0.534 2.677  0.006
N 1.645 -0.364 -3.055  0.165
N -1.758 -0.688 0.816  0.005
C -2.011 2.177 -2.986  0.000
C -0.165 2.780 -0.292  -0.001
C 1.614 -3.933 2.938  0.001
C -2.220 2.958 -5.251  -0.001
C -2.234 -0.754 -0.547  0.014
C 3.637 -2.085 2.170  0.003
C 4.214 -0.170 0.825  0.004
C -2.394 0.907 3.198  0.001
C 3.652 4.247 -1.975  0.109
C 3.075 1.566 -2.631  0.042
C -0.923 4.361 1.898  0.000
C -1.213 -0.295 4.913  0.001
C -0.013 3.325 2.069  0.000
C -1.419 -0.835 -1.661  -0.005
C 2.902 0.205 -3.008  0.341
C -3.250 1.425 4.171  0.000
C -2.086 -0.919 -2.903  0.012
C 0.356 2.542 0.985  0.000
C -1.444 4.615 0.637  0.000
C -0.619 2.209 -3.082  0.008
C -3.634 -0.758 -0.634  0.000
C 2.066 2.399 -2.062  0.103
C 4.590 -1.216 1.642  -0.001
C 2.387 3.725 -1.762  -0.005
C 0.121 -1.438 6.519  0.000
C 1.879 -7.514 -2.154  0.002
C -5.702 -0.800 0.557  0.000
C 4.653 3.418 -2.495  0.000
C -3.458 -0.941 -3.002  -0.001
C -1.062 3.833 -0.451  0.000
C -0.042 2.609 -4.284  0.001
C -2.807 2.559 -4.056  0.000
C -1.384 0.032 3.557  0.000
C -3.086 1.085 5.498  0.001
C 2.295 -1.908 1.867  -0.001
C 1.018 -5.232 -1.611  0.000
C 2.032 -5.223 -2.534  0.002
C -2.055 0.224 5.878  0.000
C 2.524 -6.534 -2.845  0.000
C -4.258 -0.854 -1.860  0.018
C 1.900 -0.857 1.020  0.003
C 4.373 2.111 -2.812  0.083
C -0.837 2.976 -5.367  0.000
C -0.523 -0.667 1.324  0.014
C 2.865 0.003 0.525  0.009
H -5.336 -0.871 -1.936  0.001
H 5.654 3.804 -2.650  -0.003
H -0.370 3.282 -6.296  0.000
H 5.635 -1.370 1.886  0.000
H 1.003 -2.070 6.507  0.000
H 1.145 -2.120 -3.775  0.002
H -6.020 -0.765 1.594  0.000
H 3.864 5.280 -1.733  0.007
H 0.357 -0.985 3.108  0.000
H -3.753 1.483 6.252  0.000
H 0.661 -4.409 3.135  0.000
H -2.493 -0.764 1.501  0.000
H -3.886 2.527 -3.958  0.000
H -1.921 -0.032 6.919  0.000
H -6.169 0.018 0.006  0.000
H -3.933 -1.015 -3.974  -0.001
H 1.626 4.364 -1.330  -0.003
H 2.564 0.827 -0.104  0.005
H -2.841 3.253 -6.090  0.000
H 3.320 -6.727 -3.553  0.000
H -6.001 -1.751 0.114  0.000
H -2.503 1.222 2.168  0.000
H 2.421 -4.312 -2.971  0.000
H 2.167 -3.810 3.871  0.000
H -2.489 1.844 -2.069  0.000
H -2.144 5.429 0.491  0.000
H 0.403 3.117 3.048  0.000
H -0.708 -1.979 6.977  0.000
H 1.037 2.635 -4.386  0.001
H 1.070 1.748 1.141  0.000
H 4.945 0.512 0.412  0.000
H 2.183 -4.541 2.234  0.000
H -1.509 -0.971 -3.820  0.001
H 3.943 -2.900 2.809  0.000
H 0.327 -0.530 7.087  0.000
H -1.466 4.059 -1.430  0.000
H 3.756 -0.405 -3.263  0.020
H 2.044 -8.580 -2.199  0.000
H 5.148 1.472 -3.222  0.003
H -1.223 4.966 2.745  0.000
H -4.034 2.107 3.869  0.000

- Among the records above, which one has the highest energy?
  C45H41N4O4PSTeTi